Density functional theory data (wB97M-V/def2-TZVPD) for a cluster of 3 separate species, C42H35BO8 in total in a non-equilibrium geometry.

Output
Total charge: 0
Max |F| in eV/A: 2.1
HOMO in hartree: -0.3381
Structure (SMILES): CCB(O)[C@@H]1OC(=O)O[C@@]1(C)Cc1ccccc1C.O=C1c2ccccc2C(=O)c2ccccc21.O=C1c2ccccc2C(=O)c2ccccc21

```
86
Properties=species:S:1:pos:R:3:mulliken_charge:R:1
C 0.408 3.390 1.032 -1.207
C 0.053 3.193 2.527 -0.438
B 0.732 1.905 3.158 0.387
O 1.961 1.489 2.658 -0.515
C -0.072 1.171 4.347 -0.670
O -0.412 2.275 5.229 -0.360
C -0.541 1.778 6.490 0.570
O -1.147 2.239 7.422 -0.588
O 0.163 0.623 6.552 -0.510
C 0.605 0.104 5.239 2.640
C 2.118 0.177 5.407 -2.408
C -0.084 -1.282 5.206 -1.814
C 0.576 -2.323 4.315 0.986
C 0.039 -2.528 3.062 -0.980
C 0.553 -3.468 2.221 -0.313
C 1.614 -4.255 2.560 -0.844
C 2.165 -4.061 3.804 -0.519
C 1.659 -3.124 4.662 1.186
C 2.300 -3.008 6.040 -1.761
H 1.488 3.363 0.887 0.261
H -0.049 2.570 0.469 0.281
H -0.016 4.319 0.647 0.408
H 0.276 4.093 3.114 0.330
H -1.036 3.054 2.586 0.302
H 2.650 1.805 3.256 0.300
H -1.050 0.859 3.952 0.280
H 2.667 -0.200 4.543 0.305
H 2.354 1.247 5.496 0.550
H 2.397 -0.275 6.353 0.468
H -0.141 -1.663 6.225 0.546
H -1.085 -1.121 4.800 0.555
H -0.816 -1.955 2.715 0.353
H 0.096 -3.632 1.249 0.305
H 2.018 -5.018 1.907 0.422
H 3.000 -4.696 4.083 0.407
H 3.057 -2.228 6.069 0.272
H 2.772 -3.954 6.318 0.506
H 1.506 -2.838 6.771 0.306
C -3.996 -9.355 -0.863 -0.482
C -4.943 -9.436 -1.879 -0.454
C -5.163 -8.354 -2.713 -0.553
C -4.444 -7.179 -2.530 0.198
C -3.509 -7.090 -1.496 0.093
C -3.281 -8.185 -0.671 -0.522
C -2.763 -5.825 -1.253 0.472
O -1.947 -5.747 -0.357 -0.689
C -3.046 -4.654 -2.128 -0.042
C -2.401 -3.448 -1.883 -0.145
C -2.645 -2.355 -2.697 -0.685
C -3.529 -2.464 -3.766 -0.407
C -4.178 -3.662 -4.012 -0.713
C -3.946 -4.758 -3.190 0.314
C -4.678 -6.029 -3.446 0.577
O -5.450 -6.125 -4.377 -0.666
H -3.820 -10.205 -0.217 0.402
H -5.510 -10.348 -2.019 0.397
H -5.896 -8.419 -3.506 0.467
H -2.548 -8.119 0.121 0.476
H -1.712 -3.364 -1.053 0.653
H -2.146 -1.415 -2.501 0.441
H -3.713 -1.611 -4.406 0.387
H -4.868 -3.746 -4.841 0.478
C -1.172 7.538 -4.346 -0.488
C -0.509 8.646 -4.864 -0.455
C 0.871 8.641 -4.976 -0.583
C 1.597 7.531 -4.560 0.237
C 0.933 6.428 -4.020 0.190
C -0.454 6.432 -3.925 -0.565
C 1.695 5.248 -3.525 0.648
O 1.119 4.287 -3.059 -0.689
C 3.181 5.279 -3.607 0.195
C 3.913 4.212 -3.099 -0.605
C 5.295 4.221 -3.181 -0.496
C 5.953 5.292 -3.778 -0.458
C 5.228 6.360 -4.281 -0.585
C 3.842 6.362 -4.189 0.250
C 3.079 7.532 -4.703 0.531
O 3.651 8.468 -5.222 -0.661
H -2.251 7.541 -4.268 0.396
H -1.071 9.515 -5.182 0.403
H 1.387 9.500 -5.383 0.468
H -0.968 5.572 -3.518 0.498
H 3.401 3.378 -2.638 0.499
H 5.864 3.392 -2.780 0.404
H 7.033 5.294 -3.847 0.399
H 5.739 7.195 -4.741 0.472
```